Record 1
Density functional theory data (wB97M-V/def2-TZVPD) for a 6-piece molecular cluster, C39H84F3N7O5S overall.

Energy above the lowest of the compared OMol25 structures with the same formula, charge and spin (eV): 0.000
Structure (SMILES): O=C1O[C@@H](CCSc2nnco2)[C@H](COC(F)(F)F)O1.CCN(CC)CC.CCN(CC)CC.CCN(CC)CC.CCN(CC)CC.CCN(CC)CC

```
139
Properties=species:S:1:pos:R:3:lowdin_charge:R:1
S -0.496 9.185 6.378 0.956
F -2.857 5.192 3.112 0.134
F -0.687 4.947 2.996 0.150
F -2.094 3.396 2.143 0.126
O 0.544 10.173 4.107 -0.024
O -1.444 6.200 5.646 0.034
O -1.386 4.499 7.177 0.054
O -3.179 5.996 7.118 0.212
O -1.980 3.642 4.400 0.035
N -4.372 -0.688 4.937 -0.194
N -1.731 10.001 3.913 0.050
N 4.826 -5.604 -9.828 -0.193
N -0.572 1.116 -1.657 -0.196
N -1.211 10.523 2.750 0.016
N -0.973 -3.082 -8.431 -0.193
N 3.094 0.012 7.809 -0.196
C -1.427 2.818 -3.366 -0.084
C -0.734 3.293 5.028 -0.065
C 5.069 -6.767 -7.565 -0.088
C -3.472 -0.389 6.041 -0.250
C -5.318 0.360 4.581 -0.267
C -0.333 4.290 6.193 -0.176
C 5.512 -6.610 -10.625 -0.274
C -1.845 4.258 3.189 -0.599
C 3.384 -5.519 -10.007 -0.251
C 5.292 -5.539 -8.449 -0.250
C 1.253 -1.514 6.896 -0.082
C 0.717 6.644 6.916 -0.154
C 2.559 -6.784 -9.760 -0.079
C -0.283 2.252 -2.521 -0.248
C -0.097 5.791 5.846 -0.281
C -4.959 -2.021 4.950 -0.253
C -0.655 9.823 4.685 -0.617
C -0.198 -3.783 -10.695 -0.084
C 5.270 -6.465 -12.122 -0.092
C -4.651 1.687 4.250 -0.086
C -0.683 -2.655 -9.794 -0.268
C -1.724 -2.097 -7.663 -0.250
C 2.462 1.296 8.076 -0.257
C 1.066 1.285 8.703 -0.087
C -2.140 5.604 6.736 -0.466
C 0.986 8.055 6.259 -0.429
C -1.049 -0.754 -7.378 -0.087
C -4.091 -0.005 7.387 -0.079
C -1.232 1.438 -0.398 -0.253
C 0.114 -3.736 -7.713 -0.240
C -1.117 -0.063 -2.312 -0.271
C 0.109 10.645 2.867 -0.135
C 1.431 -2.971 -7.564 -0.085
C -0.238 -0.589 -3.439 -0.093
C 3.368 -0.760 9.012 -0.273
C -2.710 1.827 -0.447 -0.087
C 4.309 -1.934 8.776 -0.091
C -6.058 -2.304 5.976 -0.089
C 2.550 -0.731 6.680 -0.247
H 0.303 0.982 7.984 0.048
H -0.619 -0.306 -8.275 0.068
H 1.007 0.632 9.574 0.070
H 2.430 1.880 7.149 0.101
H -6.833 -1.535 5.977 0.067
H -0.674 2.232 0.108 0.102
H -1.990 2.038 -3.882 0.065
H 3.847 -2.708 8.159 0.065
H -2.850 2.829 -0.852 0.059
H -6.545 -3.254 5.738 0.071
H 2.988 -4.713 -9.381 0.091
H 2.415 -0.051 5.833 0.112
H -0.925 2.317 5.562 0.139
H 0.840 11.044 2.141 0.135
H -0.269 -0.847 -6.622 0.039
H -3.885 1.560 3.481 0.070
H -4.164 -2.764 5.071 0.110
H 1.705 6.153 7.127 0.131
H -5.867 0.043 3.688 0.119
H 2.985 -7.663 -10.246 0.068
H 0.806 2.294 9.035 0.069
H -0.632 -1.541 -3.802 0.070
H 2.217 -3.658 -7.235 0.062
H -0.895 -4.624 -10.681 0.082
H 4.023 -6.874 -7.277 0.053
H 0.048 -1.835 -9.819 0.100
H 3.315 -1.435 6.338 0.103
H 1.552 -6.647 -10.166 0.066
H -2.038 -2.544 -6.715 0.110
H -2.659 -1.897 -8.199 0.109
H 3.852 -0.103 9.743 0.118
H 0.145 3.061 -1.921 0.114
H -4.494 -0.872 7.910 0.055
H 0.790 -4.143 -10.400 0.041
H 0.526 1.965 -3.200 0.101
H 5.510 -5.455 -12.461 0.079
H -1.020 3.484 -4.131 0.072
H 1.270 -2.107 7.812 0.069
H 1.362 -2.186 -6.811 0.054
H 5.909 -7.162 -12.668 0.072
H -0.123 -3.427 -11.725 0.076
H -1.605 -2.265 -10.238 0.118
H 4.575 -2.391 9.732 0.073
H -4.190 2.140 5.129 0.061
H -2.794 -1.236 6.193 0.111
H 3.188 -5.183 -11.031 0.103
H 4.235 -6.687 -12.391 0.064
H -6.068 0.521 5.367 0.101
H -3.306 1.124 -1.032 0.069
H -4.882 0.740 7.286 0.070
H -1.788 -0.050 -6.985 0.071
H -2.130 0.114 -2.699 0.101
H 2.445 -6.994 -8.697 0.055
H 5.397 -7.691 -8.045 0.067
H -1.135 0.567 0.262 0.111
H 0.617 5.791 4.984 0.157
H -5.371 -2.215 3.953 0.109
H 0.382 -0.858 6.924 0.047
H -2.812 0.429 5.729 0.088
H 1.102 -2.207 6.065 0.074
H 1.764 -2.525 -8.503 0.069
H -0.208 0.099 -4.286 0.053
H -5.394 2.391 3.869 0.081
H -2.120 3.409 -2.768 0.055
H -1.202 -0.864 -1.570 0.118
H 2.446 -1.127 9.483 0.100
H -3.120 1.835 0.565 0.053
H 5.245 -7.630 -10.316 0.100
H 0.113 3.083 4.330 0.153
H 0.479 3.760 6.770 0.158
H 6.590 -6.506 -10.462 0.118
H 0.784 -0.761 -3.092 0.081
H -3.321 0.426 8.033 0.069
H 4.847 -4.666 -7.961 0.107
H 3.124 1.864 8.740 0.110
H -5.656 -2.399 6.984 0.054
H 1.893 8.570 6.655 0.082
H 0.330 -4.686 -8.213 0.097
H 5.643 -6.661 -6.640 0.071
H -0.236 -4.032 -6.719 0.115
H 1.168 7.900 5.158 0.083
H 6.367 -5.329 -8.469 0.109
H 5.231 -1.606 8.292 0.080
H 0.095 6.766 7.847 0.126
```



Record 2
Density functional theory data (wB97M-V/def2-TZVPD) for a 6-piece molecular cluster, C39H84INO8 overall.

Structure (SMILES): COCCCCCCCCCCC[C@@H]1C(=O)O[C@H](N=C(C)C)[C@H]1I.CCOCC.CCOCC.CCOCC.CCOCC.CCOCC

```
133
Properties=species:S:1:pos:R:3:lowdin_charge:R:1
I -3.712 -2.401 1.663 0.890
O -4.808 3.745 -0.781 -0.166
O 0.745 0.645 6.041 -0.162
O 4.099 0.271 -0.760 -0.199
O 5.013 1.276 8.484 -0.170
O -4.104 -3.243 -3.579 0.143
O 1.469 3.456 0.861 -0.155
O -5.743 -2.828 -2.038 0.051
O 1.568 -1.285 -7.943 -0.163
N -5.928 -0.722 -0.928 0.120
C -4.495 5.067 -0.380 -0.276
C -5.638 0.011 -1.942 -0.371
C 0.996 -3.242 -4.057 -0.199
C 0.519 -5.047 -2.257 -0.200
C 4.095 -0.391 -3.112 -0.169
C 4.594 -0.734 0.099 -0.106
C 2.353 -2.585 -4.343 -0.206
C -0.623 -2.379 -8.189 -0.074
C 1.737 -0.960 -9.309 -0.284
C -0.635 0.362 6.165 -0.282
C -3.971 5.175 1.041 -0.072
C -3.831 -3.739 -1.153 -0.270
C 4.770 0.399 -1.999 -0.235
C 4.537 -1.868 -3.178 -0.188
C 7.108 2.139 7.517 -0.079
C 0.814 1.164 0.233 -0.072
C -4.244 0.464 -2.307 -0.009
C -0.767 -5.893 -2.283 -0.203
C -6.736 0.540 -2.812 -0.017
C -2.406 -4.297 -1.166 -0.157
C -5.797 3.076 -0.018 -0.276
C -1.487 1.571 6.511 -0.074
C 1.174 0.397 -9.697 -0.080
C -4.047 -2.404 -0.419 -0.688
C -1.984 -4.991 -2.465 -0.199
C 5.188 1.832 9.773 -0.283
C 5.601 1.985 7.409 -0.287
C 1.077 -4.733 -3.661 -0.186
C -4.508 -3.308 -2.437 -0.403
C 1.383 1.170 7.192 -0.277
C -5.513 -2.080 -0.827 -0.408
C -7.153 3.759 -0.023 -0.071
C 4.612 3.230 9.927 -0.076
C 3.392 -2.877 -3.258 -0.206
C 0.232 -1.347 -7.474 -0.277
C 1.325 0.260 8.405 -0.072
C 0.278 3.775 1.552 -0.289
C 1.843 2.086 0.864 -0.274
C 0.301 3.410 3.027 -0.077
H 1.380 0.601 -10.749 0.076
H -5.360 5.724 -0.524 0.108
H 5.101 3.950 9.270 0.067
H 2.183 -1.513 -4.426 0.093
H -7.684 0.129 -2.488 0.083
H 0.417 -3.185 -4.977 0.084
H 5.086 -2.086 -2.262 0.090
H -0.850 -6.551 -1.420 0.105
H 7.496 2.650 6.636 0.077
H -3.346 -1.718 -0.890 0.076
H -6.518 0.314 -3.852 0.096
H 1.772 -0.708 8.176 0.085
H -0.174 -3.370 -8.101 0.082
H -2.839 -5.505 -2.902 0.116
H 1.136 3.902 3.529 0.083
H -4.294 1.207 -3.100 0.082
H -6.144 -2.536 -0.063 0.121
H 1.258 -5.556 -1.641 0.105
H 5.360 1.407 6.516 0.118
H 4.733 1.457 -2.259 0.119
H 3.017 -0.284 -3.033 0.106
H 2.880 -2.967 -2.299 0.114
H 3.912 -1.589 0.102 0.085
H -2.541 1.294 6.543 0.077
H 4.394 0.088 -4.045 0.114
H -5.448 2.914 1.007 0.114
H 5.121 2.963 7.288 0.108
H 0.486 -5.303 -4.376 0.101
H 2.425 1.318 6.907 0.109
H -1.701 -4.216 -3.176 0.107
H 0.160 4.854 1.446 0.116
H 0.612 1.467 -0.796 0.082
H 5.230 -2.033 -4.000 0.111
H -5.893 2.090 -0.469 0.084
H -0.799 -0.445 6.888 0.107
H 4.739 3.577 10.953 0.077
H -6.803 1.626 -2.688 0.081
H 2.089 -5.121 -3.717 0.096
H -1.353 2.355 5.764 0.067
H 0.457 -2.702 -3.281 0.105
H -3.606 -0.343 -2.662 0.080
H -0.732 -2.158 -9.251 0.065
H -7.518 3.876 -1.045 0.079
H -7.114 4.751 0.429 0.066
H -0.135 1.175 0.774 0.063
H 0.094 0.449 -9.555 0.065
H 3.547 3.232 9.687 0.075
H 6.247 1.818 10.057 0.107
H -0.235 -0.356 -7.518 0.110
H 1.185 0.139 0.230 0.071
H -2.340 -5.018 -0.353 0.114
H -0.627 3.725 3.506 0.069
H 0.980 2.160 7.433 0.108
H -1.621 -2.408 -7.751 0.079
H -3.814 0.964 -1.443 0.088
H 5.578 -1.094 -0.195 0.080
H 1.626 1.184 -9.093 0.081
H -4.709 4.854 1.777 0.067
H 7.400 2.720 8.393 0.066
H 0.303 0.081 8.744 0.066
H -1.707 -3.496 -0.920 0.108
H -0.586 3.316 1.058 0.099
H 5.825 0.126 -1.930 0.120
H 2.083 1.758 1.882 0.110
H -3.728 5.406 -1.076 0.119
H 2.814 -0.965 -9.476 0.117
H -3.083 4.554 1.168 0.069
H -1.227 1.994 7.482 0.067
H 1.877 0.710 9.231 0.069
H 4.650 -0.359 1.119 0.084
H -4.449 -4.451 -0.603 0.149
H 0.281 -4.110 -1.755 0.089
H -7.873 3.164 0.540 0.081
H 4.674 1.153 10.453 0.116
H -3.707 6.210 1.264 0.079
H 7.587 1.162 7.592 0.082
H 2.766 2.029 0.292 0.102
H 2.691 -2.928 -5.321 0.118
H -0.712 -6.537 -3.161 0.102
H 3.830 -3.850 -3.478 0.105
H 0.409 2.336 3.184 0.063
H 0.309 -1.612 -6.421 0.091
H -0.938 -0.027 5.192 0.116
H 1.318 -1.747 -9.946 0.107
```



Number 1: HOMO level -8.076 eV, E_tot -2993.52821 Ha. Number 2: HOMO level -8.281 eV, E_tot -2490.56127 Ha.